[1]
Here is a 2-piece molecular cluster, H2IOP overall at a distorted geometry from the OMol25 dataset. Energies are from ωB97M-V/def2-TZVPD.

Properties
Lowest unoccupied orbital energy in eV: -0.904
F_max in eV/A: 3.6
Total charge: 0

Each line ends with the Löwdin charge.
Atoms and positions in Å:
O 1.24 -0.63 0.72  -0.615
P 2.24 -0.11 -0.17  0.732
I -2.62 -0.52 -0.48  0.384
H -2.56 -1.99 0.09  -0.374
H 1.80 1.32 -0.14  -0.127



[2]
Here is the molecule C18H28N4O3S2 at a distorted geometry from the OMol25 dataset. Energies are from ωB97M-V/def2-TZVPD.

Properties
Lowest unoccupied orbital energy in eV: 0.438
F_max in eV/A: 1.1
Total charge: 0

Each line ends with the Löwdin charge.
Atoms and positions in Å:
O -1.05 -0.47 5.20  -0.282
S -1.93 0.01 4.17  0.668
O -3.31 -0.34 4.22  -0.274
N -1.33 -0.56 2.72  -0.232
C -2.10 -0.23 1.54  -0.181
H -3.15 -0.41 1.78  0.124
C -1.64 -1.14 0.40  -0.178
N -0.21 -0.99 0.18  -0.120
C 0.23 -0.04 -0.70  -0.801
N 1.57 0.07 -0.86  -0.006
C 2.18 0.85 -1.91  -0.234
H 1.43 1.55 -2.28  0.060
C 2.70 -0.02 -3.06  -0.161
H 3.21 0.63 -3.77  0.110
H 3.43 -0.73 -2.67  0.106
C 1.56 -0.77 -3.76  -0.205
N 1.93 -1.59 -4.89  -0.182
C 2.79 -2.72 -4.58  -0.175
C 2.84 -3.64 -5.80  -0.200
O 3.33 -2.96 -6.93  -0.133
C 2.52 -1.84 -7.22  -0.198
H 2.96 -1.36 -8.09  0.124
C 2.46 -0.87 -6.04  -0.172
H 1.80 -0.04 -6.27  0.128
H 3.48 -0.48 -5.85  0.124
H 1.50 -2.17 -7.46  0.127
H 3.52 -4.47 -5.63  0.124
H 1.83 -4.02 -6.00  0.126
H 2.38 -3.26 -3.72  0.127
H 3.83 -2.40 -4.34  0.124
H 0.83 -0.04 -4.12  0.113
H 1.06 -1.42 -3.04  0.116
H 3.01 1.42 -1.48  0.118
H 2.16 -0.66 -0.49  0.129
S -0.82 0.90 -1.56  0.707
C 0.52 -1.35 1.38  -0.119
H 1.60 -1.28 1.24  0.114
C 0.09 -0.43 2.53  -0.174
H 0.57 -0.72 3.47  0.122
H 0.37 0.61 2.28  0.135
H 0.27 -2.38 1.63  0.134
H -2.16 -0.87 -0.52  0.072
H -1.83 -2.18 0.65  0.132
H -1.96 0.82 1.25  0.113
C -1.76 1.79 4.04  -0.273
C -0.59 2.39 4.45  -0.065
C -0.43 3.76 4.27  -0.066
C -1.44 4.50 3.67  -0.072
C -2.62 3.88 3.27  -0.062
C -2.78 2.52 3.45  -0.062
H -3.69 2.01 3.16  0.115
H -3.41 4.46 2.82  0.108
H -1.32 5.56 3.53  0.106
H 0.48 4.24 4.58  0.107
H 0.17 1.79 4.92  0.113



Calculated total energy, respectively: -715.436513; -1943.792002 Ha.